(1)
The following is a DFT calculation (ωB97M-V with the def2-TZVPD basis set) of a cluster of 5 separate species, C36H62B2F12IO13 in total in a non-equilibrium geometry.

Properties
orbital gap = 5.910 eV
HOMO energy = -0.150 hartree
multiplicity = 1
total charge = -1

Atoms and positions in Å:
C -5.938 -1.595 5.733
C -5.200 -1.355 4.411
C -4.285 -2.519 4.053
C -3.295 -2.106 2.946
C -2.264 -3.210 2.719
C -1.206 -3.057 3.792
C -0.088 -4.107 3.777
C 1.355 -3.586 3.860
C 1.563 -2.482 4.890
C 2.519 -1.348 4.437
C 2.349 -0.714 3.030
C 2.008 0.804 3.009
C 2.992 1.459 2.043
C 2.887 2.994 1.836
C 1.511 3.625 1.992
B 0.504 3.240 0.737
O -0.111 4.374 -0.030
C -0.336 3.857 -1.268
O -1.203 2.727 -1.226
B -2.494 3.068 -1.457
O -3.309 3.378 -0.396
O -3.053 3.092 -2.738
C 1.078 3.223 -1.544
C 1.166 2.125 -2.567
I 3.218 1.401 -2.543
C 0.725 2.531 -3.973
C 0.554 1.269 -4.814
O 1.241 2.509 -0.323
H -5.357 -2.208 6.404
H -6.093 -0.646 6.230
H -6.921 -2.018 5.592
H -4.577 -0.481 4.533
H -5.947 -1.194 3.652
H -3.733 -2.853 4.922
H -4.929 -3.323 3.711
H -2.791 -1.202 3.267
H -3.883 -1.921 2.054
H -2.746 -4.175 2.778
H -1.821 -3.037 1.747
H -1.693 -3.090 4.757
H -0.787 -2.065 3.696
H -0.182 -4.690 2.871
H -0.268 -4.755 4.627
H 1.961 -4.433 4.158
H 1.697 -3.321 2.870
H 0.640 -2.030 5.225
H 2.063 -2.911 5.749
H 2.484 -0.548 5.161
H 3.498 -1.811 4.456
H 1.632 -1.224 2.405
H 3.311 -0.824 2.544
H 0.981 0.873 2.684
H 2.040 1.246 3.996
H 3.974 1.259 2.471
H 2.973 0.955 1.088
H 3.276 3.210 0.851
H 3.584 3.447 2.544
H 1.049 3.448 2.952
H 1.659 4.713 1.954
H -0.445 2.632 1.267
H -0.638 4.579 -2.019
H -3.341 2.588 0.140
H -3.324 2.188 -2.898
H 1.862 3.975 -1.527
H 0.560 1.297 -2.249
H 1.495 3.177 -4.376
H -0.223 3.044 -3.902
H 1.473 0.705 -4.849
H -0.147 0.644 -4.275
H 0.210 1.477 -5.816
C 5.149 -3.659 -2.354
C 3.800 -3.144 -2.808
O 2.792 -4.168 -2.678
C 2.304 -4.362 -1.468
O 2.616 -3.782 -0.481
C 1.226 -5.451 -1.522
F 1.629 -6.510 -2.238
F 0.107 -4.983 -2.089
F 0.915 -5.885 -0.306
H 5.410 -4.571 -2.893
H 5.920 -2.910 -2.530
H 5.139 -3.902 -1.293
H 3.835 -2.886 -3.858
H 3.511 -2.245 -2.264
C -12.750 -0.725 6.794
C -11.607 0.217 7.105
O -10.643 -0.401 7.976
C -9.790 -1.227 7.393
O -9.760 -1.497 6.237
C -8.800 -1.770 8.428
F -9.415 -2.173 9.548
F -7.914 -0.836 8.789
F -8.107 -2.804 7.968
H -13.206 -1.088 7.716
H -13.509 -0.218 6.199
H -12.403 -1.596 6.240
H -11.976 1.088 7.640
H -11.121 0.573 6.199
C 3.433 -0.243 -8.752
C 4.609 0.337 -7.997
O 5.114 -0.594 -7.023
C 5.892 -1.563 -7.455
O 6.218 -1.769 -8.580
C 6.348 -2.391 -6.250
F 5.315 -2.641 -5.441
F 7.266 -1.729 -5.536
F 6.886 -3.550 -6.610
H 2.660 -0.572 -8.057
H 3.010 0.501 -9.426
H 3.730 -1.111 -9.340
H 4.290 1.207 -7.439
H 5.405 0.651 -8.672
C 5.670 5.590 -4.189
C 5.333 6.287 -5.489
O 4.697 5.386 -6.416
C 3.410 5.169 -6.208
O 2.752 5.645 -5.344
C 2.860 4.223 -7.280
F 3.667 3.168 -7.475
F 2.732 4.848 -8.459
F 1.666 3.757 -6.954
H 6.276 4.704 -4.378
H 6.219 6.260 -3.529
H 4.770 5.260 -3.672
H 6.243 6.625 -5.980
H 4.707 7.163 -5.326

Löwdin population analysis, charges in e, atoms 1 to 99: -0.11 -0.26 -0.23 -0.21 -0.21 -0.22 -0.19 -0.20 -0.20 -0.18 -0.19 -0.19 -0.21 -0.23 -0.13 -0.68 0.04 -0.31 0.14 -0.83 0.20 0.16 -0.33 -0.61 0.84 -0.29 -0.13 -0.10 0.07 0.06 0.05 0.10 0.10 0.09 0.11 0.11 0.11 0.11 0.11 0.10 0.10 0.10 0.10 0.10 0.10 0.09 0.10 0.09 0.09 0.10 0.09 0.10 0.10 0.10 0.09 0.09 0.09 0.07 0.08 0.10 0.17 0.10 0.09 0.14 0.09 0.07 0.11 0.02 0.07 0.06 -0.06 -0.19 0.04 -0.42 0.18 -0.55 0.16 0.17 0.17 0.08 0.08 0.08 0.10 0.11 -0.06 -0.20 0.04 -0.41 0.18 -0.55 0.16 0.17 0.17 0.08 0.08 0.08 0.12 0.13 -0.05

=====

(2)
The following is a DFT calculation (ωB97M-V with the def2-TZVPD basis set) of a structure of composition C36H62CdCl4FN3O2PSb in a non-equilibrium geometry.

Properties
orbital gap = 3.329 eV
HOMO energy = -0.002 hartree
multiplicity = 1
total charge = -2

Atoms and positions in Å:
Cd -2.377 -19.242 1.608
Cl -3.344 -17.707 8.459
C -3.598 -17.803 6.722
C -4.675 -17.128 6.104
Cl -5.555 -15.939 6.940
C -4.959 -17.354 4.790
Cl -6.448 -16.915 4.095
C -4.075 -18.102 3.910
O -4.296 -18.338 2.675
C -2.807 -18.637 4.528
O -1.891 -19.116 3.755
C -2.769 -18.611 5.974
Cl -1.619 -19.607 6.831
N 0.243 -20.360 0.378
N -0.895 -20.931 0.943
H 1.119 -20.354 0.915
H 0.379 -20.381 -0.613
H -1.453 -21.250 0.138
H -0.438 -22.398 -1.790
F -1.499 -13.476 -0.682
C -1.850 -14.794 -0.457
C -3.006 -15.094 0.279
C -3.174 -16.415 0.676
C -2.258 -17.400 0.401
C -1.231 -17.099 -0.502
C -0.978 -15.772 -0.918
H -3.675 -14.283 0.565
H -4.173 -16.676 1.120
H -0.599 -17.921 -0.827
H -0.227 -15.352 -1.591
C 0.525 -21.903 -5.247
C -0.387 -22.915 -4.541
C 0.482 -23.820 -3.743
C -1.103 -23.837 -5.616
P -1.650 -22.079 -3.428
N -0.870 -21.572 -2.109
C -3.051 -23.239 -2.893
C -2.311 -24.532 -2.454
C -3.872 -22.779 -1.684
C -4.067 -23.777 -3.974
C -2.443 -20.568 -4.390
C -3.640 -20.244 -3.510
C -2.831 -20.917 -5.837
C -1.464 -19.404 -4.246
H 1.315 -22.569 -5.671
H 0.916 -21.162 -4.561
H 0.096 -21.233 -6.031
H 1.094 -24.439 -4.433
H -0.098 -24.502 -3.067
H 1.141 -23.263 -3.092
H -0.324 -24.482 -6.103
H -1.604 -23.282 -6.400
H -1.917 -24.465 -5.251
H -1.591 -24.308 -1.637
H -1.777 -24.998 -3.250
H -3.051 -25.274 -2.046
H -3.305 -22.190 -0.904
H -4.289 -23.608 -1.143
H -4.748 -22.215 -1.933
H -3.682 -24.756 -4.353
H -4.352 -23.123 -4.819
H -4.980 -24.000 -3.397
H -4.418 -21.007 -3.548
H -4.061 -19.268 -3.879
H -3.318 -20.107 -2.460
H -3.754 -21.554 -5.888
H -2.048 -21.371 -6.482
H -3.176 -19.974 -6.292
H -1.109 -19.251 -3.217
H -2.015 -18.502 -4.475
H -0.618 -19.516 -4.969
C -1.070 -25.035 5.792
C -0.348 -25.513 4.558
C -0.293 -27.040 4.518
C -0.919 -24.940 3.287
Sb 1.911 -24.803 4.771
C 3.063 -24.815 2.884
C 2.600 -23.608 2.049
C 2.643 -26.127 2.198
C 4.522 -24.850 3.318
C 2.456 -23.027 6.105
C 3.940 -22.841 6.242
C 1.778 -21.748 5.565
C 1.855 -23.510 7.491
H -2.092 -25.412 5.806
H -1.118 -23.975 5.792
H -0.565 -25.463 6.666
H -1.348 -27.393 4.361
H 0.175 -27.471 5.438
H 0.191 -27.492 3.643
H -2.015 -25.129 3.286
H -0.436 -25.291 2.306
H -0.768 -23.831 3.334
H 1.507 -23.459 2.011
H 2.938 -23.692 1.013
H 2.987 -22.642 2.426
H 1.609 -26.025 1.907
H 2.797 -26.938 2.911
H 3.154 -26.247 1.199
H 4.826 -23.882 3.718
H 5.158 -25.148 2.462
H 4.791 -25.643 4.012
H 4.498 -22.781 5.305
H 4.429 -23.627 6.872
H 4.094 -21.884 6.742
H 2.031 -21.603 4.508
H 2.049 -20.830 6.161
H 0.686 -21.867 5.673
H 2.188 -24.557 7.694
H 0.782 -23.504 7.483
H 2.289 -22.881 8.216

Löwdin population analysis, charges in e, atoms 1 to 99: 1.28 0.54 -0.74 -0.80 0.60 -0.69 0.64 -0.43 -0.25 -0.41 -0.25 -0.64 0.58 -0.24 -0.34 0.03 -0.02 -0.12 -0.04 -0.03 -0.31 -0.05 -0.19 -0.28 -0.17 -0.06 0.10 0.09 0.05 0.09 -0.09 -0.62 -0.13 -0.07 0.95 -0.16 -0.57 -0.13 -0.11 -0.08 -0.60 -0.10 -0.08 -0.09 0.09 0.07 0.07 0.09 0.07 0.08 0.09 0.05 0.04 0.09 0.03 0.10 0.09 0.07 0.06 0.07 0.06 0.08 0.06 0.11 0.10 0.07 0.06 0.08 0.08 0.08 0.07 -0.14 -0.71 -0.16 -0.15 1.53 -0.75 -0.14 -0.15 -0.16 -0.70 -0.15 -0.12 -0.14 0.08 0.07 0.07 0.09 0.07 0.06 0.08 0.09 0.08 0.07 0.07 0.07 0.04 0.06 0.09

=====

(3)
The following is a DFT calculation (ωB97M-V with the def2-TZVPD basis set) of a cluster of 6 separate species, C36H63F2N2O24S6Si in total.

Properties
orbital gap = 6.222 eV
HOMO energy = -0.178 hartree
multiplicity = 1
total charge = -1

Atoms and positions in Å:
C -0.888 -0.871 4.369
C -0.316 0.124 3.343
S 0.120 1.615 4.233
C 1.295 2.600 3.203
N 1.482 2.163 1.832
C 2.444 1.134 1.675
F 2.619 0.531 2.911
F 3.699 1.601 1.393
C 2.159 0.000 0.679
C 0.775 -0.075 0.030
Si 0.088 -1.819 -0.202
C 1.239 -3.169 0.402
C -1.616 -1.916 0.615
C -0.168 -2.156 -2.048
C -1.117 -3.086 -2.460
C -1.337 -3.375 -3.796
C -0.579 -2.749 -4.756
C 0.399 -1.852 -4.367
C 0.593 -1.545 -3.033
C 1.501 3.306 0.879
C 1.801 2.893 -0.565
C 2.110 4.065 -1.503
C 1.556 3.851 -2.921
C 0.387 4.772 -3.233
O 0.294 5.072 -4.635
C 0.125 4.005 0.865
C -1.119 3.219 1.316
N -2.231 3.397 0.335
C -2.529 2.170 -0.413
C -3.744 2.364 -1.308
C -3.401 3.916 0.994
C -4.153 2.978 1.904
O -3.760 5.039 0.806
C 2.569 4.384 1.338
O 3.693 4.314 0.829
O 2.178 5.204 2.192
H -1.826 -1.287 4.022
H -1.034 -0.418 5.341
H -0.213 -1.706 4.521
H 0.528 -0.349 2.857
H -1.077 0.289 2.588
H 2.235 2.688 3.734
H 0.876 3.591 3.212
H 2.886 0.098 -0.118
H 2.422 -0.924 1.178
H 0.018 0.514 0.533
H 0.851 0.344 -0.967
H 2.192 -3.105 -0.107
H 0.779 -4.129 0.193
H 1.412 -3.116 1.474
H -2.321 -2.392 -0.058
H -1.607 -2.480 1.541
H -1.986 -0.909 0.769
H -1.706 -3.613 -1.725
H -2.108 -4.086 -4.045
H -0.747 -2.970 -5.796
H 1.013 -1.387 -5.123
H 1.358 -0.830 -2.771
H 0.901 2.412 -0.946
H 2.600 2.166 -0.666
H 3.183 4.174 -1.542
H 1.731 4.991 -1.083
H 1.226 2.822 -3.031
H 2.327 4.021 -3.665
H -0.554 4.310 -2.945
H 0.473 5.696 -2.668
H 0.496 6.000 -4.751
H 0.194 4.885 1.464
H -0.106 4.355 -0.132
H -0.943 2.168 1.518
H -1.467 3.650 2.250
H -2.673 1.315 0.254
H -1.688 2.016 -1.083
H -3.711 1.682 -2.148
H -4.686 2.198 -0.797
H -3.745 3.363 -1.728
H -5.023 3.484 2.295
H -3.506 2.629 2.698
H -4.467 2.135 1.295
C -4.766 -2.472 -6.019
C -4.300 -1.402 -6.984
O -4.489 -0.177 -6.266
S -4.235 -0.421 -4.702
O -2.909 -0.048 -4.383
O -5.349 0.086 -3.990
O -4.310 -2.021 -4.740
H -5.855 -2.547 -5.993
H -4.337 -3.447 -6.238
H -4.876 -1.382 -7.904
H -3.238 -1.509 -7.216
C 1.943 -7.861 2.059
C 3.217 -8.445 1.485
O 3.230 -7.981 0.128
S 2.567 -6.523 0.047
O 3.591 -5.546 0.067
O 1.576 -6.551 -0.965
O 1.865 -6.552 1.483
H 1.065 -8.430 1.750
H 1.966 -7.781 3.142
H 3.228 -9.531 1.501
H 4.102 -8.060 1.994
C 4.032 -0.341 5.636
C 3.457 0.860 6.350
O 2.286 0.347 6.999
S 2.516 -1.162 7.440
O 2.887 -1.211 8.810
O 1.449 -1.953 6.947
O 3.823 -1.431 6.558
H 3.493 -0.555 4.713
H 5.093 -0.237 5.427
H 3.176 1.659 5.670
H 4.137 1.244 7.114
C 1.684 -6.670 -5.240
C 2.751 -6.159 -6.185
O 2.168 -6.311 -7.492
S 0.589 -6.077 -7.401
O 0.299 -4.737 -7.763
O -0.065 -7.170 -8.021
O 0.457 -6.203 -5.817
H 1.661 -7.761 -5.210
H 1.786 -6.278 -4.232
H 3.674 -6.728 -6.128
H 2.959 -5.100 -6.019
C -1.251 6.923 4.013
C -1.992 7.868 4.924
O -3.179 7.141 5.297
S -2.838 5.584 5.393
O -2.594 5.253 6.752
O -3.798 4.864 4.635
O -1.452 5.626 4.618
H -1.695 6.912 3.015
H -0.180 7.122 3.938
H -2.274 8.793 4.430
H -1.422 8.090 5.829

Löwdin population analysis, charges in e, atoms 1 to 99: -0.16 -0.55 0.92 -0.41 -0.01 -0.51 0.02 0.09 -0.12 -0.22 0.63 -0.17 -0.14 -0.23 -0.10 -0.10 -0.10 -0.08 -0.09 -0.30 -0.13 -0.17 -0.17 -0.26 -0.08 -0.08 -0.13 -0.08 -0.23 -0.06 -0.50 0.01 0.12 -0.67 -0.02 -0.06 0.06 0.05 0.06 0.05 0.04 0.08 0.06 0.11 0.09 0.05 0.05 0.04 0.02 0.04 0.01 0.03 0.01 0.09 0.10 0.09 0.10 0.10 0.09 0.11 0.10 0.11 0.10 0.11 0.11 0.11 0.07 0.09 0.11 0.08 0.10 0.10 0.11 0.05 0.07 0.09 0.08 0.08 0.07 -0.16 -0.16 -0.19 0.59 -0.21 -0.22 -0.20 0.13 0.13 0.13 0.13 -0.16 -0.16 -0.19 0.58 -0.21 -0.22 -0.19 0.13 0.14

=====

(4)
The following is a DFT calculation (ωB97M-V with the def2-TZVPD basis set) of a cluster of 5 separate species, C36H63NO10P in total in a non-equilibrium geometry.

Properties
orbital gap = 5.707 eV
HOMO energy = -0.392 hartree
multiplicity = 1
total charge = +1

Atoms and positions in Å:
C 2.735 0.476 3.602
C 3.397 1.714 3.822
O 4.334 2.841 4.066
C 4.921 3.257 2.750
O 5.159 4.558 2.561
C 5.162 2.059 1.640
C 6.092 0.747 1.989
C 6.236 -0.404 0.818
N 5.565 -0.308 -0.557
C 4.674 0.884 -0.951
C 3.942 0.892 -2.454
C 2.324 1.048 -2.241
C 1.458 -0.298 -2.726
C -0.052 -0.088 -2.051
C -1.156 -1.191 -2.554
C -2.614 -1.024 -1.812
C -2.676 0.151 -0.669
C -2.851 1.682 -1.281
C -4.112 2.516 -0.647
C -3.584 3.935 0.063
C 4.448 2.135 0.130
P 3.411 3.697 -0.227
C 3.661 4.373 -1.995
C 1.571 3.496 0.239
H 2.108 -0.536 3.646
H 6.616 0.690 3.057
H 6.915 -1.336 1.023
H 5.709 -1.088 -1.257
H 4.197 -0.156 -2.944
H 4.357 1.809 -3.061
H 2.149 1.096 -1.061
H 1.846 1.982 -2.759
H 1.345 -0.207 -3.887
H 1.959 -1.295 -2.359
H 0.096 -0.186 -0.894
H -0.385 1.003 -2.397
H -1.378 -1.139 -3.725
H -0.773 -2.282 -2.284
H -2.869 -2.045 -1.251
H -3.453 -0.760 -2.610
H -1.804 0.080 0.143
H -3.675 -0.047 -0.046
H -1.869 2.299 -1.001
H -2.849 1.627 -2.464
H -4.777 1.884 0.084
H -4.780 2.880 -1.567
H -2.859 4.547 -0.659
H -4.491 4.666 0.286
H -2.957 3.734 1.047
H 4.808 4.508 -2.248
H 3.083 5.417 -2.037
H 3.181 3.719 -2.850
H 1.192 4.186 1.104
H 0.896 3.679 -0.729
H 1.329 2.379 0.565
O -3.995 -3.695 -0.900
C -3.655 -4.433 0.020
O -3.287 -5.710 -0.228
C -2.706 -6.598 0.745
C -3.782 -7.277 1.570
C -3.729 -3.962 1.443
H -1.966 -6.076 1.360
H -2.155 -7.358 0.180
H -4.369 -6.552 2.140
H -3.339 -7.990 2.269
H -4.483 -7.808 0.918
H -4.755 -4.072 1.806
H -3.446 -2.906 1.474
H -3.046 -4.479 2.116
O 5.618 6.334 -4.932
C 6.802 6.014 -4.979
O 7.168 4.815 -5.484
C 8.526 4.418 -5.748
C 9.183 3.869 -4.497
C 7.857 6.909 -4.395
H 9.094 5.237 -6.201
H 8.475 3.625 -6.502
H 9.240 4.624 -3.708
H 10.195 3.519 -4.714
H 8.598 3.036 -4.093
H 7.911 6.743 -3.315
H 7.576 7.948 -4.588
H 8.844 6.774 -4.836
O -6.211 3.043 1.768
C -7.301 3.547 1.514
O -8.067 3.055 0.514
C -9.425 3.453 0.251
C -9.467 4.707 -0.600
C -7.763 4.774 2.246
H -9.992 3.554 1.183
H -9.887 2.628 -0.302
H -9.000 5.554 -0.092
H -10.498 4.974 -0.843
H -8.912 4.553 -1.532
H -7.308 5.657 1.789
H -7.439 4.698 3.287
H -8.845 4.891 2.272
O -1.157 -7.969 2.870
C -0.975 -8.750 3.800
O -1.873 -8.835 4.807
C -1.848 -9.834 5.843
C -0.920 -9.422 6.969
C 0.288 -9.557 3.882
H -1.606 -10.819 5.433
H -2.871 -9.904 6.230
H 0.112 -9.324 6.625
H -0.946 -10.156 7.778
H -1.214 -8.446 7.368
H 1.080 -8.940 4.316
H 0.575 -9.855 2.871
H 0.186 -10.478 4.454

Löwdin population analysis, charges in e, atoms 1 to 99: 0.11 -0.10 -0.03 -0.24 0.04 -0.02 0.05 0.03 0.05 -0.03 -0.13 -0.22 -0.19 -0.23 -0.20 -0.21 -0.22 -0.23 -0.24 -0.16 -0.20 0.89 -0.31 -0.31 0.08 0.14 0.13 0.15 0.12 0.12 0.09 0.11 0.12 0.12 0.11 0.12 0.12 0.12 0.08 0.13 0.10 0.11 0.09 0.11 0.09 0.11 0.07 0.07 0.08 0.07 0.08 0.03 0.06 0.07 0.05 0.05 -0.49 0.00 -0.24 -0.07 0.01 0.10 0.13 0.07 0.06 0.09 0.10 0.09 0.07 0.07 -0.51 -0.01 -0.23 -0.07 0.01 0.12 0.12 0.07 0.08 0.08 0.10 0.10 0.07 0.06 -0.50 -0.01 -0.23 -0.07 0.01 0.12 0.12 0.07 0.08 0.09 0.10 0.09 0.07 0.07 -0.48